A structure of composition C38H33N4P2PtS3Se at a distorted geometry. Source: the OMol25 dataset; level of theory: ωB97M-V with the def2-TZVPD basis set.

```
82
Properties=species:S:1:pos:R:3:forces:R:3
Pt 0.901 -0.461 -1.625 -0.1 1.3 -0.6
S -1.563 -0.320 -1.201 0.3 -0.1 -0.1
P -0.821 0.365 0.558 0.0 -0.3 0.1
C 0.788 0.473 0.174 0.2 0.4 0.6
P 2.335 0.129 0.691 -0.4 -0.3 0.3
S 3.251 -0.130 -1.100 -0.1 0.0 -0.1
C 2.461 -1.425 1.672 0.1 -0.1 -0.1
C 2.604 -2.640 0.998 0.0 0.1 0.0
C 2.578 -3.839 1.695 0.0 0.0 0.0
C 2.407 -3.844 3.074 0.0 0.0 0.0
C 2.260 -2.643 3.750 0.0 0.0 0.1
C 2.292 -1.442 3.056 -0.1 0.1 0.0
C 3.021 1.352 1.849 0.3 0.0 -0.2
C 2.179 1.990 2.754 -0.1 0.0 0.0
C 2.693 2.905 3.661 0.0 0.0 0.0
C 4.052 3.192 3.663 0.0 0.0 0.0
C 4.895 2.562 2.757 0.0 0.0 0.0
C 4.380 1.646 1.852 0.0 0.0 0.0
C -1.543 1.928 1.142 -0.2 0.0 -0.1
C -2.870 1.994 1.569 0.0 0.0 0.0
C -3.386 3.184 2.054 0.0 0.1 0.0
C -2.581 4.320 2.104 0.0 0.0 0.0
C -1.276 4.268 1.639 0.0 0.0 0.0
C -0.759 3.074 1.148 0.1 0.0 0.0
C -1.175 -0.785 1.937 -0.1 0.0 0.0
C -1.330 -0.372 3.258 0.1 0.0 0.0
C -1.424 -1.308 4.281 0.0 0.0 0.0
C -1.353 -2.663 3.994 0.0 0.0 0.0
C -1.185 -3.082 2.679 0.0 0.0 0.0
C -1.100 -2.150 1.659 0.0 0.0 0.0
H 2.739 -2.628 -0.075 0.0 0.0 -0.1
H 2.696 -4.773 1.157 0.0 0.0 0.0
H 2.388 -4.782 3.618 0.0 0.0 0.0
H 2.117 -2.635 4.825 0.0 0.0 0.0
H 2.173 -0.512 3.604 0.0 -0.1 0.0
H 1.115 1.770 2.751 0.1 0.0 0.0
H 2.029 3.400 4.359 0.0 0.0 0.0
H 4.453 3.915 4.363 0.0 0.0 0.0
H 5.954 2.792 2.749 0.0 0.0 0.0
H 5.032 1.167 1.130 0.0 0.0 0.0
H -3.494 1.106 1.535 0.0 0.0 0.0
H -4.413 3.228 2.397 0.0 0.0 0.0
H -2.984 5.250 2.491 0.0 0.0 0.0
H -0.653 5.155 1.633 0.0 0.0 0.0
H 0.253 3.028 0.758 -0.1 0.0 0.0
H -1.372 0.684 3.500 0.0 0.0 0.0
H -1.547 -0.973 5.305 0.0 0.0 0.0
H -1.423 -3.393 4.792 0.0 0.0 0.0
H -1.114 -4.139 2.450 0.0 0.0 0.0
H -0.971 -2.467 0.631 0.0 0.0 0.0
C -2.415 4.707 -1.655 0.0 0.1 0.1
N -1.801 3.673 -2.444 0.0 -0.1 0.0
C -0.464 3.448 -2.573 -0.1 0.1 0.0
Se 0.894 4.473 -1.899 0.1 0.0 0.0
N -0.337 2.352 -3.353 0.0 0.0 -0.1
C -1.579 1.861 -3.725 0.0 0.0 0.0
C -1.969 0.772 -4.485 0.0 0.0 0.0
C -3.335 0.570 -4.635 0.0 0.0 0.0
C -4.273 1.420 -4.045 0.0 0.0 0.0
C -3.877 2.509 -3.283 0.0 0.1 0.0
C -2.514 2.710 -3.140 0.0 0.0 0.0
H -1.627 5.370 -1.305 0.0 0.0 0.0
H -2.932 4.268 -0.799 0.0 0.0 0.0
H -3.121 5.268 -2.271 0.0 0.0 0.0
H 0.549 1.881 -3.457 0.0 -0.1 0.0
H -1.241 0.091 -4.902 0.0 0.0 0.0
H -3.677 -0.280 -5.212 0.0 0.0 0.0
H -5.330 1.220 -4.176 0.0 0.0 0.0
H -4.597 3.165 -2.807 0.0 0.0 0.0
C 0.745 -6.005 -5.346 0.0 0.0 0.0
C 0.763 -4.985 -4.242 0.0 0.0 0.1
C 0.650 -5.354 -2.904 0.0 0.0 0.0
C 0.688 -4.319 -1.979 0.0 0.0 -0.3
N 0.824 -3.057 -2.338 0.0 -0.5 0.1
C 0.919 -2.781 -3.661 0.0 0.2 0.2
S 1.087 -1.091 -4.033 0.0 -0.5 0.4
N 0.894 -3.717 -4.621 0.0 0.0 0.0
H 0.609 -7.017 -4.964 0.0 0.0 0.0
H 1.680 -5.957 -5.905 0.0 0.0 0.0
H -0.062 -5.774 -6.044 0.0 0.0 0.0
H 0.539 -6.387 -2.606 0.0 0.0 0.0
H 0.604 -4.506 -0.910 0.0 0.0 0.0
```
Positions in Å, forces in eV/Å.

Summary:
DFT total energy = -165583.86492 eV
ΔE to the lowest compared entry with this formula, charge and spin = 0.0 kJ/mol
net charge = -1
HOMO energy = -3.74 eV

Löwdin population analysis, charges in e, atoms 1 to 8: Pt 0.32; S 0.32; P 0.42; C -0.78; P 0.43; S 0.27; C -0.30; C -0.11